[1]
104
Properties=species:S:1:pos:R:3 method="wB97M-V/def2-TZVPD" total_charge=-1 homo_ha=-0.1395 homo_lumo_gap_ev=5.710 max_force_ev_per_a=0.35
Rb 0.80737 -0.28522 -0.72844
C -5.99004 -2.43239 -1.66819
C -4.90135 -1.87896 -0.78980
C -4.49724 -2.51892 0.38116
C -3.45122 -2.06059 1.15841
C -2.70300 -0.88924 0.82109
N -1.67957 -0.38350 1.51155
C -1.46471 -0.87521 2.79096
C -1.90984 -0.11995 3.88879
C -1.67338 -0.48930 5.19953
C -0.94385 -1.63676 5.50053
C -0.61135 -2.00481 6.92209
C -0.50217 -2.40508 4.43511
C -0.77244 -2.05496 3.11523
N -0.35797 -2.98240 2.11294
C -0.58621 -4.31749 2.15538
C 0.06946 -4.87196 1.08410
C 0.67853 -3.77828 0.44368
N 0.41687 -2.64248 1.07395
C -3.20136 -0.20768 -0.33284
C -4.22891 -0.70560 -1.11087
N -2.75837 1.12505 -0.58756
C -3.47467 2.23324 -0.32704
C -2.67401 3.31194 -0.60272
C -1.45869 2.74775 -1.03715
N -1.51825 1.41962 -1.01079
H -6.73362 -2.97972 -1.08369
H -5.59241 -3.12235 -2.42008
H -6.51138 -1.63655 -2.20469
H -5.02669 -3.41341 0.70118
H -3.20331 -2.58575 2.07261
H -2.45864 0.78585 3.65996
H -2.04870 0.13310 6.00593
H -1.40519 -1.69587 7.60389
H 0.31136 -1.52122 7.25405
H -0.47212 -3.08117 7.03205
H 0.08136 -3.30192 4.61471
H -1.20557 -4.74545 2.92500
H 0.08516 -5.90818 0.79350
H 1.28556 -3.76006 -0.44740
H -4.53531 -0.11837 -1.97189
H -4.48330 2.15340 0.04153
H -2.92699 4.35367 -0.50614
H -0.54810 3.23305 -1.35731
N 0.19535 -3.65433 -4.61994
C -0.91309 -4.21460 -4.00881
C -1.78840 -5.22706 -4.38172
C -2.79984 -5.53028 -3.48627
C -2.93422 -4.84367 -2.26978
C -2.06677 -3.83071 -1.90889
C -1.04014 -3.52159 -2.79471
N -0.02828 -2.58739 -2.67298
C 0.68592 -2.70573 -3.75504
C 1.86262 -1.88360 -4.04574
C 2.36954 -1.57643 -5.27176
S 3.66987 -0.47898 -5.08578
C 3.44302 -0.51540 -3.38465
N 2.48923 -1.28888 -2.98305
H 0.63120 -3.95056 -5.47364
H -1.68638 -5.75828 -5.31979
H -3.50366 -6.31590 -3.73132
H -3.74130 -5.10429 -1.59677
H -2.17295 -3.30022 -0.97082
H 2.02016 -1.88589 -6.24307
H 4.01315 0.11944 -2.71472
C 4.60784 5.41400 -1.12599
Si 2.73747 5.31656 -1.02689
C 2.15732 5.01542 0.73310
C 2.10998 7.04216 -1.48508
C 1.97026 4.12456 -2.25450
C 1.14047 4.57940 -3.26718
C 0.50849 3.68474 -4.13050
C 0.72475 2.33936 -3.90857
N 1.52034 1.85531 -2.95669
C 2.17339 2.71431 -2.14923
S 3.23953 2.07427 -0.94157
H 4.98498 6.17063 -0.43153
H 4.91871 5.69908 -2.13454
H 5.05312 4.45005 -0.88501
H 2.39970 5.87846 1.36086
H 2.63202 4.12547 1.14353
H 1.07477 4.86680 0.76482
H 2.52109 7.77727 -0.78761
H 1.02038 7.10905 -1.42863
H 2.41638 7.33698 -2.49210
H 0.96295 5.64336 -3.38496
H -0.15173 4.01708 -4.92047
H 0.21936 1.59476 -4.51940
C 4.63332 1.32065 2.85245
C 3.92406 0.19931 3.59651
S 2.48912 -0.47253 2.70183
O 3.02426 -0.83715 1.36021
C 1.55526 1.07517 2.53020
C 1.09775 1.56053 3.89701
H 5.64511 1.45088 3.23902
H 4.10997 2.27083 2.96124
H 4.69325 1.08574 1.78815
H 3.60133 0.48463 4.59976
H 4.57148 -0.67401 3.69726
H 0.69611 0.82361 1.90116
H 2.17542 1.78870 1.98724
H 0.66330 0.74178 4.47326
H 0.32786 2.32401 3.78265
H 1.92005 1.99726 4.46713

***

[2]
97
Properties=species:S:1:pos:R:3 method="wB97M-V/def2-TZVPD" total_charge=-1 homo_ha=-0.1372 homo_lumo_gap_ev=6.175 max_force_ev_per_a=0.65
Cu 0.74510 0.71279 -1.00052
S 2.10825 -1.77569 0.54566
P 0.56657 -0.94354 1.54301
C -0.17444 0.33991 0.75138
P -1.20201 1.57465 1.24438
S -1.82995 2.79099 -0.21776
C -2.70323 0.92960 2.09972
C -2.76160 0.67273 3.46523
C -3.86025 0.02898 4.02439
C -4.92216 -0.35931 3.22321
C -4.88919 -0.07849 1.86196
C -3.79319 0.56416 1.31100
C -0.47461 2.66902 2.53167
C 0.90484 2.69582 2.68964
C 1.49570 3.53792 3.62276
C 0.70739 4.36535 4.40780
C -0.67383 4.35855 4.24388
C -1.25815 3.52117 3.30715
C -0.61574 -2.29341 1.93787
C -0.30079 -3.33827 2.80329
C -1.21789 -4.34679 3.05218
C -2.46185 -4.32711 2.43098
C -2.77797 -3.29759 1.55780
C -1.85680 -2.28718 1.31305
C 1.20216 -0.55386 3.23742
C 2.54309 -0.23124 3.43068
C 2.99937 0.21981 4.65938
C 2.12025 0.34588 5.72766
C 0.78871 -0.00331 5.55809
C 0.33869 -0.45300 4.32379
H -1.94737 0.98762 4.10530
H -3.88262 -0.16755 5.09006
H -5.77506 -0.86894 3.65510
H -5.72542 -0.35637 1.23009
H -3.77028 0.81609 0.25641
H 1.50457 2.04265 2.06675
H 2.57295 3.53775 3.74335
H 1.16419 5.01783 5.14273
H -1.29415 5.01119 4.84712
H -2.33316 3.53043 3.16796
H 0.67046 -3.36112 3.28424
H -0.96394 -5.15179 3.73193
H -3.17989 -5.11461 2.62773
H -3.74524 -3.27119 1.06972
H -2.08723 -1.47134 0.64016
H 3.22076 -0.35732 2.59489
H 4.04639 0.47059 4.78996
H 2.47285 0.70581 6.68673
H 0.09526 0.07346 6.38744
H -0.69836 -0.74124 4.20740
C 1.72127 1.86003 -4.50357
C 0.29061 1.32828 -4.37873
C -0.57556 2.43029 -3.75803
C -0.26837 1.01840 -5.76782
P 0.27561 -0.06332 -3.11272
C -1.42031 -0.74616 -3.24993
C -2.23319 -0.59292 -2.12885
C -3.53161 -1.09187 -2.12350
C -4.03200 -1.75174 -3.23289
C -3.22990 -1.91411 -4.35635
C -1.93814 -1.41400 -4.36270
C 1.41620 -1.46767 -3.63758
C 1.59512 -1.73879 -5.13229
C 2.79725 -1.16364 -3.03640
C 0.88343 -2.73386 -2.95261
H 1.70436 2.79439 -5.07364
H 2.37789 1.16411 -5.02850
H 2.15144 2.07062 -3.52204
H -0.57710 3.29808 -4.42630
H -0.20924 2.74083 -2.77952
H -1.60823 2.10458 -3.61874
H -0.24850 1.93662 -6.36441
H -1.30539 0.68823 -5.71582
H 0.31030 0.26781 -6.30325
H -1.83563 -0.09118 -1.25131
H -4.14615 -0.96660 -1.24016
H -5.04197 -2.14382 -3.22543
H -3.60935 -2.43550 -5.22698
H -1.33078 -1.55569 -5.24516
H 2.08829 -0.91213 -5.64474
H 0.65971 -1.95095 -5.64716
H 2.23529 -2.62010 -5.24641
H 3.20519 -0.21693 -3.39277
H 3.48962 -1.96325 -3.32198
H 2.73818 -1.13170 -1.94783
H -0.01350 -3.11262 -3.44411
H 0.66490 -2.55788 -1.89674
H 1.65554 -3.50865 -2.99892
C 6.06924 1.19728 -0.37932
C 4.81900 0.86996 0.43501
C 3.58849 1.20199 -0.27017
N 2.61436 1.46761 -0.81437
H 6.95981 0.92753 0.18732
H 6.11827 2.25997 -0.61414
H 6.07520 0.63986 -1.31530
H 4.80636 1.40452 1.38692
H 4.75284 -0.19635 0.66808

***

[3]
98
Properties=species:S:1:pos:R:3 method="wB97M-V/def2-TZVPD" total_charge=-1 homo_ha=-0.1157 homo_lumo_gap_ev=4.219 max_force_ev_per_a=0.36
Rb 0.25082 0.10269 -0.47373
C 5.01779 -3.45762 0.19131
C 3.53559 -3.26913 -0.10710
C 3.32329 -2.24234 -1.22379
C 2.70583 -2.86776 1.09571
C 3.24468 -2.33190 2.25683
C 2.42431 -1.91410 3.30268
C 1.04204 -2.00151 3.21810
C 0.14760 -1.50604 4.32002
C 0.50047 -2.56126 2.05926
C 1.31532 -2.98842 1.02743
H 5.52662 -3.85438 -0.68793
H 5.18113 -4.14739 1.02145
H 5.49656 -2.50718 0.43865
H 3.13783 -4.22724 -0.45926
H 3.64521 -1.24913 -0.89992
H 2.26972 -2.18258 -1.49329
H 3.88097 -2.49947 -2.12515
H 4.31760 -2.23495 2.36410
H 2.87689 -1.50384 4.19965
H -0.44916 -0.65499 3.98437
H 0.72630 -1.19319 5.18945
H -0.55138 -2.28159 4.63735
H -0.57619 -2.65186 1.95602
H 0.85830 -3.41654 0.14069
O -4.16795 3.77412 -5.38812
C -3.88024 4.69088 -4.44354
O -4.36362 5.79037 -4.51093
C -2.95163 4.26836 -3.35328
C -2.39590 5.26961 -2.55747
C -1.49384 4.96035 -1.56015
C -1.13892 3.62549 -1.33796
C -1.73166 2.62600 -2.10288
C -2.62658 2.94068 -3.10787
N -0.21908 3.16312 -0.36785
C 0.43334 3.95391 0.37360
C 1.35534 3.43606 1.40205
C 2.07409 4.33459 2.18753
C 2.92415 3.84352 3.16445
C 3.02610 2.47305 3.32389
C 2.27103 1.65359 2.49260
N 1.45300 2.10997 1.55595
H -3.63637 2.97556 -5.26840
H -2.68310 6.29422 -2.75054
H -1.07460 5.76014 -0.96496
H -1.51272 1.59353 -1.88282
H -3.05504 2.11547 -3.66510
H 0.36081 5.04403 0.32659
H 1.96071 5.39896 2.02754
H 3.49420 4.51964 3.78848
H 3.67296 2.03501 4.07164
H 2.33188 0.57443 2.59089
C -2.29034 -2.89960 -3.84844
C -3.16653 -2.19876 -2.84350
C -4.56100 -2.20768 -2.97584
C -5.33106 -1.52588 -2.04289
C -6.83584 -1.52572 -2.15796
C -4.74110 -0.82934 -0.99531
C -3.32734 -0.76812 -0.82012
C -2.59659 -1.51129 -1.79840
N -2.60325 -0.11349 0.10766
C -3.24616 0.62612 1.17212
C -2.09199 1.23967 1.98897
C -2.57044 2.06031 3.18287
C -3.44760 3.20934 2.67958
C -4.62681 2.63100 1.89420
C -5.45060 1.72182 2.81197
C -4.57174 0.58059 3.33465
C -3.39287 1.16699 4.11358
C -4.05422 -0.24889 2.15562
C -4.10728 1.82149 0.70191
H -2.88732 -3.49719 -4.53928
H -1.57538 -3.56321 -3.35662
H -1.71513 -2.17673 -4.43166
H -5.03069 -2.73857 -3.79684
H -7.16644 -2.11979 -3.01090
H -7.22150 -0.51127 -2.28520
H -7.30039 -1.93830 -1.25881
H -5.40999 -0.32599 -0.31080
H -1.51925 -1.54661 -1.67957
H -1.52387 1.86066 1.29844
H -1.43772 0.42053 2.31265
H -1.70705 2.46477 3.72611
H -2.86112 3.86949 2.03036
H -3.80731 3.81190 3.52202
H -5.25720 3.44987 1.52975
H -6.30266 1.31190 2.25997
H -5.85365 2.29996 3.65176
H -5.16325 -0.05825 4.00075
H -2.76736 0.35605 4.50333
H -3.75339 1.74369 4.97350
H -4.88794 -0.73938 1.65359
H -3.39097 -1.04640 2.51100
H -3.48472 2.45231 0.05925
H -4.94688 1.49103 0.08919
S -0.21114 0.44459 -5.56823
C 0.49273 0.02672 -4.13864
N 0.98893 -0.24612 -3.11471

***

[4]
100
Properties=species:S:1:pos:R:3 method="wB97M-V/def2-TZVPD" homo_ha="-0.2596 / -0.2702" homo_lumo_gap_ev="6.731 / 6.956" max_force_ev_per_a=1.52 spin_multiplicity=2
Ti 0.88139 0.17229 -0.18205
O 3.40776 3.19534 0.14460
C 2.86192 2.12084 0.17038
N 2.21610 1.46424 -0.87278
C 3.14945 0.86033 -1.77564
C 4.24659 1.52762 -2.30292
C 5.19939 0.83789 -3.04260
C 5.07341 -0.52870 -3.23610
C 3.97791 -1.20083 -2.71018
C 2.98770 -0.51611 -2.02005
N 1.87174 -1.15258 -1.40747
C 1.18887 -2.15339 -2.00196
O 0.42046 -2.87075 -1.35949
C 1.25386 -2.37429 -3.49918
C 1.20572 -3.68286 -3.96641
C 1.21900 -3.89231 -5.33448
C 1.24970 -2.78992 -6.17486
C 1.26432 -1.52463 -5.60736
N 1.27640 -1.30922 -4.29451
C 3.01213 1.20866 1.39504
C 3.90090 1.49297 2.41071
C 4.24067 0.47222 3.28665
C 3.70161 -0.79031 3.10319
C 2.78608 -0.98130 2.08050
N 2.42936 0.01066 1.26643
H 4.34880 2.58858 -2.11759
H 6.04886 1.37057 -3.45018
H 5.82939 -1.07759 -3.78238
H 3.88682 -2.27354 -2.83586
H 1.15242 -4.49676 -3.25798
H 1.19720 -4.89662 -5.73785
H 1.25781 -2.90290 -7.25041
H 1.26932 -0.64137 -6.23707
H 4.33585 2.48100 2.46136
H 4.94807 0.65527 4.08528
H 3.97439 -1.62297 3.73579
H 2.32937 -1.94269 1.89483
C -0.61965 -2.72402 4.42860
C -0.27388 -1.79909 3.26513
C -0.25387 -2.62137 1.97404
P -1.40200 -0.32603 2.95484
C -2.28069 -0.01270 4.56855
C -3.49433 -0.94155 4.66534
C -2.76888 1.43194 4.65571
C -0.17910 1.06393 3.01857
C 0.45743 1.41605 4.21063
C 1.15471 2.60909 4.33380
C 1.21115 3.48540 3.25492
C 0.63762 3.12533 2.04652
C -0.00852 1.89971 1.90562
N -0.45573 1.45818 0.62250
C -1.77890 1.79807 0.31289
C -2.52883 2.68806 1.09043
C -3.85061 2.96142 0.78026
C -4.46709 2.36165 -0.30820
C -3.71989 1.50067 -1.09706
C -2.38639 1.22196 -0.81727
P -1.35326 0.10045 -1.79963
C -2.33534 -1.43680 -2.07619
C -2.96627 -1.88062 -0.75468
C -3.34377 -1.46249 -3.22092
C -1.13781 0.95019 -3.43377
C -2.35255 1.69489 -3.98477
C 0.05912 1.89786 -3.34103
H 0.14703 -3.49875 4.51177
H -1.56802 -3.23581 4.26371
H -0.67235 -2.20699 5.38702
H 0.71982 -1.38193 3.45438
H -0.04039 -2.03735 1.07318
H -1.23378 -3.07265 1.80379
H 0.48342 -3.42811 2.02437
H -1.60278 -0.20199 5.40744
H -4.14573 -0.79481 3.80055
H -4.07374 -0.70745 5.56194
H -3.23083 -1.99481 4.70886
H -3.50639 1.63262 3.87607
H -1.96373 2.15956 4.55461
H -3.24937 1.59497 5.62335
H 0.37773 0.75983 5.07152
H 1.63230 2.86307 5.27173
H 1.72697 4.43300 3.34308
H 0.72159 3.76759 1.17804
H -2.07868 3.16653 1.94814
H -4.40538 3.65008 1.40655
H -5.50333 2.56351 -0.54298
H -4.18850 1.03726 -1.95518
H -1.55646 -2.16803 -2.30684
H -3.88828 -1.33274 -0.55161
H -2.30266 -1.71860 0.09845
H -3.20005 -2.94626 -0.80033
H -4.21575 -0.83678 -3.02399
H -3.70628 -2.48604 -3.34633
H -2.90775 -1.15261 -4.17050
H -0.86793 0.13576 -4.11426
H -2.58329 2.56764 -3.37202
H -3.25206 1.08626 -4.05375
H -2.11379 2.05015 -4.99035
H -0.00221 2.54618 -2.46292
H 0.08887 2.54071 -4.22439
H 0.99837 1.34998 -3.28532

***

[5]
101
Properties=species:S:1:pos:R:3 method="wB97M-V/def2-TZVPD" total_charge=+2 homo_ha="-0.4664 / -0.4718" homo_lumo_gap_ev="6.516 / 6.572" max_force_ev_per_a=1.74 spin_multiplicity=3
V 0.52063 -1.11666 -0.73162
C -1.93155 -1.31010 -4.67516
O -0.91367 -2.42312 -4.69184
C -0.31508 -2.30454 -3.52077
N -0.54212 -1.28382 -2.78891
C -1.20454 -0.33217 -3.72270
C -1.73690 0.83354 -2.97552
C -3.25189 1.18160 -0.94433
C -3.61911 2.34818 -0.45100
C -4.05678 3.51973 -1.22674
C -3.67736 3.89777 -2.44182
C -2.61559 3.24214 -3.30688
C 0.78258 -3.21637 -3.12733
C 1.27835 -4.24820 -3.91673
C 2.45820 -4.87239 -3.49960
C 3.08539 -4.40827 -2.33711
C 2.51317 -3.36297 -1.64334
N 1.36379 -2.79537 -2.01817
C 3.12029 -2.63669 -0.53502
N 2.54469 -1.58087 -0.07188
C 3.35161 -1.20549 1.14260
C 4.65728 -1.93109 0.87497
O 4.24025 -3.06793 -0.01018
C 3.42249 0.25540 1.42649
C 3.23827 1.22859 0.46464
C 3.19479 2.58954 0.81193
C 3.40227 2.95340 2.11646
C 3.67079 1.98741 3.07401
C 3.67686 0.65125 2.73956
H -2.83258 -1.74201 -4.26046
H -2.03865 -0.98472 -5.68827
H -0.42088 0.11388 -4.35166
H -3.06418 0.40775 -0.20288
H -3.67378 2.44764 0.63068
H -4.73493 4.19040 -0.71218
H -4.04660 4.87761 -2.77715
H -2.65225 3.68073 -4.30403
H 0.77113 -4.51782 -4.82904
H 2.88921 -5.66442 -4.09582
H 4.04640 -4.75995 -2.03711
H 2.82835 -1.61991 2.01750
H 5.12554 -2.32929 1.75654
H 5.33386 -1.34041 0.26176
H 3.08420 0.93997 -0.56756
H 3.05724 3.35408 0.04260
H 3.38591 3.99565 2.40328
H 3.85219 2.28970 4.10153
H 3.87097 -0.09339 3.50003
C -0.88977 4.95497 -2.77470
N -1.27443 3.54008 -2.78320
C -2.82062 1.75695 -3.49001
C -3.08730 0.78050 -2.34565
N -0.58821 1.33620 -2.29491
C -0.44671 2.60716 -2.27028
H -0.93794 5.34175 -3.79970
H 0.12257 5.06761 -2.42254
H -1.56302 5.51867 -2.17192
H -3.31329 1.47348 -4.40986
H -3.69825 -0.04768 -2.66162
H 0.41170 2.97035 -1.77089
C -2.58346 -2.40008 0.72075
P -1.18559 -2.96335 -0.23051
C -0.38151 -4.22209 0.75950
C -1.95090 -3.90808 -1.61418
H -3.16699 -3.24159 1.06718
H -3.20036 -1.75931 0.10131
H -2.19015 -1.83307 1.58032
H -1.13399 -4.96051 1.03466
H 0.08289 -3.79975 1.62070
H 0.36771 -4.75225 0.14773
H -2.56932 -4.71446 -1.20366
H -1.20193 -4.38342 -2.24930
H -2.53319 -3.27840 -2.25608
C 0.32848 -1.30676 1.24539
C 0.47184 -1.30106 2.46770
C 0.80177 -1.28562 3.85663
C 0.81577 -2.44699 4.64783
C 1.14916 -2.42289 5.98194
C 1.45221 -1.20936 6.59671
C 1.42663 -0.02836 5.84429
C 1.11356 -0.07020 4.50166
H 0.49851 -3.37188 4.18292
H 1.18684 -3.35973 6.53000
H 1.69269 -1.16311 7.65276
H 1.67769 0.91524 6.31913
H 1.13280 0.84175 3.92812
C -1.56056 3.74208 2.51328
N -0.73892 3.09969 1.49772
C 0.10711 3.94919 0.68440
C -0.85603 1.77474 1.20627
C -1.78693 0.97510 2.07908
O -0.19284 1.23353 0.32200
H -1.18019 4.76059 2.69276
H -1.52550 3.16252 3.44670
H -2.63416 3.79557 2.21449
H -0.44448 4.32400 -0.19742
H 0.96455 3.39723 0.33742
H 0.43256 4.77726 1.30758
H -2.71492 1.48845 2.30736
H -1.30811 0.78466 3.02230
H -2.01578 0.02268 1.62601